DFT (the ωB97M-V functional and the def2-TZVPD basis) results for 2 unconnected molecules or ions with the total composition C8H8N4O4.

Calculated values
SMILES string ... O=c1cc[nH]c(=O)[nH]1.O=c1cc[nH]c(=O)[nH]1
Kohn-Sham gap ... 9.6930 eV
Highest occupied orbital energy ... -9.637 eV
Charge ... 0
Calculated total energy ... -22575.989 eV
2S+1 ... 1
Largest force on an atom ... 6.85 eV Å⁻¹
Lowest unoccupied orbital energy ... 0.06 eV

Each line ends with the Löwdin charge.
Positions of all 24 atoms, in Å:
O: -0.210 1.180 -1.406  0.024
O: 1.291 -1.566 -2.993  0.054
O: 0.428 -1.152 1.322  0.013
O: -2.034 5.060 0.057  0.111
N: -1.223 3.008 -0.464  0.165
N: 2.153 -3.124 -1.623  0.119
N: 0.650 -1.414 -0.920  0.194
N: -0.883 1.245 0.904  0.137
C: -1.584 1.973 1.850  -0.037
C: -1.972 3.255 1.654  -0.038
C: 1.314 -3.161 0.630  0.009
C: 0.854 -1.851 0.390  -0.452
C: 1.925 -3.773 -0.450  -0.063
C: -1.817 3.973 0.485  -0.483
C: 1.309 -2.100 -1.876  -0.545
C: -0.818 1.671 -0.420  -0.423
H: 2.321 -3.748 -2.493  0.213
H: -1.932 1.479 2.842  0.169
H: 0.607 -0.287 -0.984  0.178
H: 2.329 -4.808 -0.413  0.138
H: -2.219 3.924 2.469  0.120
H: 1.501 -3.449 1.648  0.116
H: -0.580 0.384 1.297  0.080
H: -1.406 3.282 -1.504  0.200